1.
This record from OMol25 describes 3 unconnected molecules or ions with the total composition C19H25F2INO8. The level of theory is ωB97M-V with the def2-TZVPD basis set.

```
! RIJCOSX wB97M-V def2-TZVPD def2/J DEFGRID3
* xyz 1 1
C -1.190 0.742 2.654
C -0.240 0.000 1.683
C 1.114 -0.282 2.316
C 2.073 -0.948 1.323
C 2.264 -0.167 0.048
C 2.293 1.224 0.068
N 2.468 1.963 -1.039
C 2.481 3.453 -0.979
I 1.439 4.336 -2.651
C 1.884 4.027 0.295
C 0.408 3.664 0.553
C 2.653 1.343 -2.222
C 2.632 -0.030 -2.324
C 2.422 -0.799 -1.181
C 2.345 -2.280 -1.326
O 1.392 -2.746 -1.880
O 3.339 -3.006 -0.845
H -2.098 0.156 2.761
H -0.734 0.916 3.624
H -1.491 1.692 2.218
H -0.164 0.617 0.787
H -0.679 -0.941 1.393
H 1.560 0.634 2.719
H 0.966 -0.947 3.163
H 3.057 -1.090 1.768
H 1.620 -1.910 1.093
H 2.177 1.705 1.022
H 3.517 3.765 -1.051
H 2.478 3.771 1.171
H 1.932 5.107 0.192
H -0.149 4.499 0.962
H -0.081 3.245 -0.321
H 0.365 2.880 1.308
H 2.828 1.916 -3.116
H 2.754 -0.510 -3.281
H 3.053 -3.929 -0.950
C -1.472 -4.824 -0.267
C -2.711 -4.618 0.574
O -2.164 -4.295 1.844
C -0.961 -3.712 1.625
O -0.354 -3.083 2.428
O -0.544 -3.924 0.353
F -3.444 -5.748 0.678
H -1.097 -5.846 -0.188
H -1.616 -4.574 -1.314
H -3.354 -3.801 0.242
C -4.173 1.428 -2.013
C -2.726 1.859 -2.040
O -2.217 1.289 -0.844
C -2.965 0.174 -0.580
O -2.660 -0.676 0.187
O -4.092 0.174 -1.323
F -2.590 3.205 -1.979
H -4.791 2.121 -1.441
H -4.601 1.300 -3.004
H -2.156 1.481 -2.891
*
```

Computed properties:
Kohn-Sham gap: 8.935 eV

2.
This record from OMol25 describes 2 unconnected molecules or ions with the total composition CHF2IO. The level of theory is ωB97M-V with the def2-TZVPD basis set.

```
! RIJCOSX wB97M-V def2-TZVPD def2/J DEFGRID3
* xyz 0 1
C 0.599 -0.219 0.004
O -1.657 0.711 0.600
F 0.222 -0.652 -1.196
F 0.641 -1.212 0.818
I 1.926 1.299 -0.113
H -1.731 0.073 -0.113
*
```

Computed properties:
Kohn-Sham gap (alpha / beta): 7.546 / 7.550 eV
Energy above the lowest of the compared OMol25 structures with the same formula, charge and spin: 4.661 eV

3.
This record from OMol25 describes 5 unconnected molecules or ions with the total composition C28H58Br3NO23P4S2. The level of theory is ωB97M-V with the def2-TZVPD basis set.

```
! RIJCOSX wB97M-V def2-TZVPD def2/J DEFGRID3
* xyz 0 1
C -2.180 -2.194 2.832
C -1.347 -0.894 2.404
Br -1.325 0.771 3.528
C -0.560 -0.950 1.202
Br -0.595 -2.642 0.125
C 0.366 0.253 0.696
O 0.139 1.609 1.125
C 0.319 2.614 0.132
S -0.883 3.952 0.607
C -2.479 3.748 -0.320
C -3.641 3.035 0.556
O -3.402 2.466 1.635
O -4.963 3.163 0.006
C -5.713 1.935 0.202
C -5.169 0.699 -0.680
C -6.055 -0.594 -0.276
O -5.435 0.971 -2.102
C -4.372 0.504 -2.917
O -3.789 1.325 -3.671
C -3.829 -1.019 -2.941
S -2.693 -1.193 -4.430
C 0.216 1.939 -1.322
C 1.492 2.233 -2.252
C 0.983 2.177 -3.787
O 1.110 1.141 -4.490
Br 0.144 3.797 -4.590
C -0.083 0.384 -0.881
N -1.576 0.359 -0.923
O 0.671 -0.345 -1.866
H -1.453 -3.066 3.020
H -2.714 -1.998 3.827
H -2.900 -2.567 2.012
H 1.440 -0.128 0.578
H 1.311 3.180 0.075
H -2.375 3.242 -1.340
H -2.872 4.814 -0.525
H -5.757 1.616 1.311
H -6.812 2.117 -0.110
H -4.051 0.563 -0.489
H -6.398 -1.167 -1.217
H -6.979 -0.298 0.326
H -5.436 -1.307 0.382
H -4.711 -1.752 -3.087
H -3.307 -1.315 -1.961
H -1.799 -2.219 -4.139
H -0.661 2.241 -1.995
H 1.821 3.327 -2.061
H 2.399 1.571 -2.055
H -1.970 1.042 -0.263
H -1.943 0.474 -1.879
H 0.084 -0.953 -2.387
C 1.400 -5.318 0.546
O 1.513 -6.499 -0.237
P 2.610 -7.714 0.290
O 2.191 -7.580 1.752
O 3.891 -6.739 -0.032
C 4.072 -6.322 -1.381
O 3.699 -8.989 0.677
C 3.077 -10.259 0.848
H 1.001 -4.526 -0.093
H 0.703 -5.485 1.370
H 2.369 -4.997 0.935
H 3.803 -5.268 -1.469
H 3.461 -6.908 -2.073
H 5.124 -6.440 -1.646
H 2.558 -10.546 -0.068
H 2.372 -10.233 1.682
H 3.851 -10.998 1.062
C 5.550 2.357 -3.303
O 6.562 2.237 -2.309
P 6.592 3.415 -1.062
O 5.075 3.383 -0.903
O 7.031 4.574 -2.138
C 8.273 4.404 -2.811
O 6.745 4.564 0.208
C 6.671 4.006 1.518
H 5.883 1.818 -4.192
H 4.626 1.900 -2.944
H 5.371 3.399 -3.575
H 8.083 4.126 -3.850
H 8.888 3.633 -2.340
H 8.814 5.352 -2.794
H 7.465 3.268 1.651
H 5.698 3.537 1.683
H 6.807 4.806 2.246
C 6.543 7.002 6.768
O 7.137 5.936 7.497
P 7.443 4.463 6.666
O 7.964 5.194 5.430
O 5.833 4.180 6.519
C 5.086 4.020 7.720
O 7.771 2.945 5.925
C 9.137 2.546 5.985
H 6.069 7.676 7.485
H 7.312 7.554 6.226
H 5.782 6.640 6.074
H 4.472 4.908 7.881
H 5.735 3.869 8.586
H 4.429 3.154 7.611
H 9.458 2.473 7.026
H 9.770 3.258 5.451
H 9.233 1.565 5.516
C -10.171 -5.424 -3.161
O -10.642 -4.321 -3.924
P -9.853 -2.807 -3.725
O -8.474 -3.464 -3.723
O -10.420 -2.674 -2.190
C -11.831 -2.605 -2.018
O -9.113 -1.262 -3.581
C -8.599 -0.738 -4.800
H -10.978 -6.157 -3.096
H -9.320 -5.885 -3.663
H -9.890 -5.123 -2.149
H -12.188 -3.550 -1.604
H -12.346 -2.409 -2.962
H -12.060 -1.803 -1.314
H -9.402 -0.638 -5.532
H -7.814 -1.389 -5.194
H -8.176 0.248 -4.601
*
```

Computed properties:
Kohn-Sham gap: 5.861 eV
Energy above the lowest of the compared OMol25 structures with the same formula, charge and spin: 10.867 eV

4.
This record from OMol25 describes 4 unconnected molecules or ions with the total composition C5H14O5. The level of theory is ωB97M-V with the def2-TZVPD basis set.

```
! RIJCOSX wB97M-V def2-TZVPD def2/J DEFGRID3
* xyz 0 1
O 0.744 0.130 -1.736
C -0.208 -0.600 -1.594
O -0.080 -1.935 -1.745
C -1.649 -0.233 -1.349
C -2.115 -0.845 -0.015
C -1.673 -0.079 1.192
C -0.562 0.617 1.332
H 0.851 -2.105 -1.956
H -1.820 0.844 -1.366
H -2.188 -0.545 -2.248
H -3.195 -0.971 -0.005
H -1.878 -1.897 -0.033
H -2.410 -0.139 1.990
H 0.238 0.681 0.603
H -0.366 1.216 2.216
H 3.077 0.686 -0.073
H 3.804 0.417 1.275
O 3.639 0.061 0.395
H 2.154 -1.185 3.220
H 2.071 -1.380 1.716
O 1.843 -1.798 2.548
H 0.214 2.443 -1.802
H 0.031 3.587 -0.994
O -0.522 3.031 -1.569
*
```

Computed properties:
Kohn-Sham gap: 10.117 eV
Energy above the lowest of the compared OMol25 structures with the same formula, charge and spin: 1.050 eV

no.,maximum force (eV Å⁻¹),molecular weight (g/mol)
1,0.98,560.31
2,3.37,193.92
3,9.75,1204.50
4,1.54,154.16